Record 1
This record from the OMol25 dataset describes 9 unconnected molecules or ions with the total composition C38H98N4O14. The level of theory is wB97M-V/def2-TZVPD.

Computed properties:
LUMO level   0.31 eV
Multiplicity   1
SMILES   COCCNCCOC.COCCNCCOC.COCCNCCOC.COCCNCCOC.CC(C)O.CC(C)O.CC(C)O.CC(C)O.OCCO
HOMO   -8.227 eV

Atoms and positions in Å:
1 C -0.868 -0.383 0.938
2 C -0.842 -1.605 0.058
3 O -1.580 -2.692 0.633
4 O 0.117 0.532 0.486
5 H -0.605 -0.753 1.939
6 H -1.869 0.053 0.966
7 H 0.195 -1.933 -0.043
8 H -1.329 -1.372 -0.892
9 H -1.425 -3.488 0.103
10 H 0.048 1.317 1.037
11 C -3.252 -3.070 -5.393
12 O -2.273 -2.848 -4.393
13 C -2.083 -3.889 -3.448
14 C -3.173 -3.809 -2.395
15 N -2.874 -4.646 -1.253
16 C -4.052 -4.988 -0.410
17 C -3.620 -6.138 0.493
18 O -3.296 -7.283 -0.257
19 C -3.271 -8.441 0.501
20 H -3.684 -2.148 -5.772
21 H -3.953 -3.865 -5.125
22 H -2.703 -3.515 -6.242
23 H -1.056 -3.709 -3.115
24 H -1.968 -4.886 -3.899
25 H -4.157 -3.954 -2.860
26 H -3.182 -2.781 -2.017
27 H -2.470 -5.532 -1.544
28 H -4.864 -5.285 -1.077
29 H -4.247 -4.126 0.229
30 H -4.459 -6.341 1.175
31 H -2.821 -5.861 1.191
32 H -2.430 -8.540 1.202
33 H -3.254 -9.390 -0.040
34 H -4.132 -8.619 1.164
35 C -0.728 -1.647 4.918
36 O -0.576 -2.052 6.265
37 C -0.474 -0.967 7.168
38 C 0.699 -0.030 6.832
39 N 1.130 0.754 7.986
40 C 2.504 1.235 7.897
41 C 2.735 2.294 8.942
42 O 2.307 3.524 8.397
43 C 2.398 4.635 9.233
44 H -1.167 -2.547 4.465
45 H 0.241 -1.526 4.426
46 H -1.447 -0.874 4.633
47 H -0.298 -1.393 8.154
48 H -1.403 -0.386 7.218
49 H 0.471 0.634 5.988
50 H 1.565 -0.630 6.535
51 H 0.509 1.553 8.057
52 H 2.675 1.753 6.937
53 H 3.194 0.394 7.822
54 H 3.795 2.367 9.224
55 H 2.186 2.116 9.874
56 H 1.610 4.643 9.995
57 H 2.354 5.634 8.800
58 H 3.357 4.629 9.767
59 C -1.135 3.619 -1.687
60 O 0.096 3.764 -2.355
61 C 1.175 3.907 -1.466
62 C 2.473 3.897 -2.258
63 N 2.626 4.949 -3.279
64 C 2.299 6.290 -2.808
65 C 3.442 6.967 -2.109
66 O 4.545 6.997 -2.995
67 C 5.457 7.997 -2.639
68 H -1.580 4.587 -1.441
69 H -1.067 3.076 -0.736
70 H -1.801 3.005 -2.293
71 H 1.289 3.097 -0.728
72 H 1.129 4.746 -0.758
73 H 2.497 2.929 -2.764
74 H 3.327 3.875 -1.578
75 H 1.925 4.741 -3.981
76 H 1.369 6.296 -2.224
77 H 2.055 6.878 -3.700
78 H 3.673 6.397 -1.195
79 H 3.216 7.972 -1.737
80 H 4.977 8.979 -2.568
81 H 6.277 8.146 -3.345
82 H 5.997 7.776 -1.710
83 C 0.139 3.311 -10.291
84 O 0.636 2.192 -9.592
85 C -0.075 1.015 -9.889
86 C 0.352 -0.143 -9.026
87 N -0.267 -0.099 -7.729
88 C 0.151 -1.131 -6.742
89 C -0.337 -0.794 -5.367
90 O 0.429 0.236 -4.754
91 C 0.088 0.251 -3.385
92 H 0.238 3.169 -11.374
93 H 0.740 4.174 -10.020
94 H -0.924 3.430 -10.061
95 H 0.072 0.733 -10.945
96 H -1.155 1.217 -9.865
97 H 1.445 -0.276 -9.065
98 H -0.087 -1.048 -9.472
99 H -0.226 0.825 -7.312
100 H 1.243 -1.034 -6.763
101 H -0.246 -2.066 -7.134
102 H -0.201 -1.714 -4.784
103 H -1.423 -0.686 -5.289
104 H 0.606 1.155 -3.043
105 H 0.348 -0.575 -2.718
106 H -0.956 0.517 -3.166
107 C -5.960 -1.100 2.484
108 C -4.604 -1.662 2.855
109 C -4.754 -2.996 3.607
110 O -3.945 -1.866 1.609
111 H -6.661 -0.914 3.301
112 H -6.572 -1.713 1.811
113 H -5.915 -0.185 1.883
114 H -4.006 -0.915 3.386
115 H -3.708 -3.309 3.684
116 H -5.378 -3.704 3.063
117 H -5.228 -2.934 4.586
118 H -3.082 -2.305 1.734
119 C 0.524 5.591 4.197
120 C 0.724 4.261 3.461
121 C -0.537 3.813 2.713
122 O 1.634 4.562 2.389
123 H 0.256 5.466 5.248
124 H -0.180 6.277 3.720
125 H 1.441 6.185 4.158
126 H 0.978 3.481 4.183
127 H -1.384 3.586 3.364
128 H -0.338 2.822 2.291
129 H -0.804 4.474 1.892
130 H 2.503 4.608 2.809
131 C 0.523 -5.366 4.242
132 C 0.097 -5.369 2.804
133 C 1.268 -5.177 1.830
134 O -0.468 -6.662 2.479
135 H 1.619 -5.384 4.223
136 H 0.199 -6.270 4.752
137 H 0.352 -4.444 4.795
138 H -0.710 -4.675 2.540
139 H 1.001 -5.115 0.768
140 H 1.976 -6.009 1.773
141 H 1.822 -4.275 2.102
142 H -0.631 -6.676 1.532
143 C 5.140 0.635 -2.268
144 C 4.515 -0.155 -1.127
145 C 2.977 -0.062 -1.245
146 O 4.948 -1.497 -1.197
147 H 4.584 0.484 -3.201
148 H 6.207 0.520 -2.451
149 H 4.972 1.711 -2.133
150 H 4.798 0.346 -0.202
151 H 2.704 0.997 -1.190
152 H 2.566 -0.504 -0.336
153 H 2.502 -0.456 -2.140
154 H 4.976 -1.790 -2.110

These are the Mulliken partial charges, in e, on atoms 1 to 5:
1. C -0.06
2. C -0.25
3. O 0.24
4. O -0.12
5. H -0.14

=====

Record 2
This record from the OMol25 dataset describes 2 unconnected molecules or ions with the total composition C4H9N2. The level of theory is wB97M-V/def2-TZVPD.

Computed properties:
LUMO level   -5.51 eV
Multiplicity   1
Net charge   +1
HOMO   -13.377 eV

Atoms and positions in Å:
1 C 0.579 -1.172 -0.657
2 C -0.474 2.143 1.927
3 C -1.611 1.283 1.492
4 C 0.895 -1.642 -2.030
5 N -0.149 -0.180 -0.409
6 N -1.062 0.904 2.581
7 H 0.544 1.819 1.554
8 H -0.524 3.147 2.223
9 H 0.820 -1.928 0.078
10 H 1.978 -1.861 -2.088
11 H 0.789 -0.936 -2.766
12 H 0.219 -2.401 -2.458
13 H -0.597 0.467 -1.063
14 H -1.406 0.753 3.508
15 H -2.539 1.239 0.991

These are the Mulliken partial charges, in e, on atoms 1 to 5:
1. C 0.10
2. C -0.35
3. C 0.19
4. C -1.15
5. N -0.43

=====

Record 3
This record from the OMol25 dataset describes 9 unconnected molecules or ions with the total composition C39H56O13. The level of theory is wB97M-V/def2-TZVPD.

Computed properties:
LUMO level   -2.98 eV
Multiplicity   1
SMILES   O=C1C=CC(=O)C=C1.O=C1C=CC(=O)C=C1.O=C1C=CC(=O)C=C1.O=C1C=CC(=O)C=C1.CC(C)O.CC(C)O.CC(C)O.CC(C)O.CC(C)O
HOMO   -9.547 eV

Atoms and positions in Å:
1 C 32.769 55.973 36.886
2 C 33.394 55.310 35.656
3 C 34.413 56.077 34.917
4 O 34.075 54.183 36.130
5 H 33.516 56.469 37.396
6 H 32.274 55.114 37.544
7 H 32.243 56.737 36.423
8 H 32.710 55.004 34.960
9 H 33.998 56.746 34.221
10 H 35.284 55.615 34.430
11 H 35.006 56.721 35.447
12 H 33.680 53.463 36.435
13 C 33.398 53.049 31.090
14 C 34.443 54.187 31.056
15 C 34.285 55.215 32.108
16 O 35.689 53.665 31.247
17 H 33.260 52.560 31.933
18 H 33.737 52.245 30.419
19 H 32.435 53.303 31.068
20 H 34.249 54.773 30.120
21 H 34.462 54.991 33.190
22 H 33.203 55.415 32.075
23 H 34.842 56.078 31.802
24 H 36.341 53.633 30.391
25 C 28.530 60.142 35.975
26 C 28.076 58.932 36.803
27 C 28.865 57.605 36.584
28 O 28.316 59.294 38.164
29 H 28.506 60.947 36.474
30 H 27.923 60.071 34.996
31 H 29.366 59.812 35.649
32 H 27.124 58.516 36.680
33 H 29.995 57.936 36.847
34 H 28.692 57.541 35.532
35 H 28.502 57.069 37.304
36 H 28.071 58.631 38.799
37 C 24.055 51.626 38.654
38 C 24.274 53.112 39.021
39 C 24.890 53.906 37.918
40 O 22.992 53.598 39.325
41 H 23.591 51.603 37.758
42 H 23.223 51.154 39.433
43 H 25.076 51.046 38.605
44 H 24.716 52.811 40.002
45 H 25.902 53.945 37.685
46 H 24.947 55.053 38.158
47 H 24.360 53.759 37.063
48 H 22.898 54.445 39.037
49 C 27.983 55.158 39.636
50 C 29.261 55.645 40.376
51 C 30.152 54.490 40.944
52 O 30.047 56.513 39.441
53 H 28.282 54.742 38.623
54 H 27.247 55.871 39.535
55 H 27.441 54.309 40.130
56 H 28.746 56.347 41.127
57 H 30.536 53.801 40.446
58 H 29.612 53.845 41.586
59 H 30.878 55.099 41.394
60 H 30.389 57.031 40.091
61 C 30.948 53.610 33.905
62 C 29.752 54.332 34.370
63 C 28.933 53.824 35.578
64 O 27.992 54.515 35.969
65 C 29.420 52.680 36.337
66 C 30.471 51.818 35.772
67 C 31.405 52.383 34.728
68 O 32.395 51.813 34.327
69 H 31.678 54.046 33.074
70 H 29.440 55.234 33.866
71 H 28.698 51.951 36.535
72 H 30.973 51.156 36.454
73 C 33.198 48.525 38.501
74 C 34.377 49.485 38.768
75 C 34.833 50.345 37.578
76 O 35.564 51.244 37.795
77 C 34.271 49.962 36.223
78 C 33.101 48.955 36.103
79 C 32.557 48.225 37.222
80 O 31.577 47.516 37.032
81 H 32.923 47.934 39.401
82 H 34.576 49.648 39.830
83 H 34.735 50.240 35.175
84 H 32.862 48.590 34.885
85 C 26.152 55.886 33.831
86 C 25.644 57.019 34.753
87 C 25.097 58.312 34.212
88 O 24.611 59.239 34.978
89 C 25.059 58.389 32.789
90 C 25.418 57.270 31.885
91 C 25.864 56.009 32.407
92 O 26.290 55.109 31.530
93 H 26.571 55.002 34.298
94 H 25.599 56.815 35.838
95 H 24.453 59.339 32.406
96 H 25.284 57.489 30.763
97 C 30.149 59.682 32.810
98 C 30.332 58.219 33.116
99 C 29.636 57.203 32.211
100 O 29.747 55.938 32.516
101 C 28.870 57.733 31.131
102 C 28.738 59.135 30.826
103 C 29.414 60.111 31.624
104 O 29.286 61.310 31.363
105 H 30.770 60.298 33.617
106 H 30.883 57.912 34.016
107 H 28.365 56.935 30.742
108 H 28.313 59.493 29.705

These are the Mulliken partial charges, in e, on atoms 1 to 5:
1. C -0.93
2. C 2.74
3. C -2.62
4. O -0.59
5. H 0.43

=====

Calculated total energy
In order: -75611.9429; -7263.0732; -67942.7677
Unit: eV
Energy above the lowest of the compared OMol25 structures with the same formula, charge and spin
In order: 2.742; 5.069; 4.889
Unit: eV